Density functional theory data (the ωB97M-V functional and the def2-TZVPD basis) for a molecular structure, C7H12NO2 at a distorted geometry.

Geometry as XYZ:
```
22
Properties=species:S:1:pos:R:3:forces:R:3:lowdin_charge:R:1
C -1.238 -0.662 0.030 6.19 0.60 -1.64 0.08
C 0.585 -1.080 -0.430 -6.41 4.70 2.39 0.09
C -2.608 -1.082 -0.090 0.40 -1.55 0.43 -0.27
C 0.868 0.396 0.106 -2.91 -3.19 -1.44 -0.42
C 1.503 -2.135 -0.647 -3.94 -2.10 -0.93 -0.03
C 1.258 0.457 1.582 2.27 -0.98 -2.70 0.04
C -1.300 1.725 -0.960 -0.18 0.95 4.14 0.05
N -0.789 0.761 0.077 2.11 -0.47 1.74 -0.10
O -3.562 -0.412 0.273 0.87 -0.48 -0.68 0.08
O 1.556 1.099 -0.839 -0.20 0.69 2.07 0.09
H -2.557 -2.176 -0.421 -1.11 1.04 0.20 0.15
H 1.903 -2.384 0.269 0.92 -1.24 2.29 0.08
H 2.281 -1.775 -1.190 2.38 0.91 -2.18 0.08
H 0.908 -2.970 -1.138 1.37 0.67 0.61 0.15
H 2.317 0.611 1.540 0.90 0.51 0.23 0.11
H 1.208 -0.407 2.183 -0.81 -1.41 0.18 0.10
H 0.828 1.222 2.079 -1.35 2.72 1.63 0.06
H -0.965 1.340 -1.873 0.01 -0.06 -1.64 0.08
H -2.395 1.654 -0.660 1.11 0.79 -1.42 0.13
H -0.779 2.703 -0.586 -1.36 -1.43 -1.46 0.15
H -0.863 1.251 1.002 -0.83 -0.94 -0.83 0.17
H 1.840 1.866 -0.307 0.59 0.29 -1.00 0.14
```
Positions in Å, forces in eV/Å.

Properties
HOMO energy (alpha / beta) ... -13.86 / -13.11 eV
HOMO-LUMO gap (alpha / beta) ... 9.1 / 7.4 eV
Net charge ... +1
Energy relative to the best compared isomer or geometry (same formula, charge and spin) ... 7.3401 eV
E ... -13025.0730 eV



Density functional theory data (the ωB97M-V functional and the def2-TZVPD basis) for 2 unconnected molecules or ions with the total composition C5H7NO at a distorted geometry.

Geometry as XYZ:
```
14
Properties=species:S:1:pos:R:3:forces:R:3:lowdin_charge:R:1
C 1.709 0.547 -0.710 0.03 -0.36 0.20 -0.15
C 1.561 -0.404 0.419 0.00 -0.10 -0.41 0.00
C -1.449 -0.098 0.935 -0.29 0.12 -0.03 -0.05
C -1.848 0.820 -0.209 0.55 -0.41 -0.16 -0.28
O -1.216 0.888 -1.243 -0.72 0.12 0.71 0.02
C 1.326 -1.753 0.088 0.02 -0.59 -0.16 -0.28
N 1.147 -2.899 -0.073 0.14 1.06 0.18 0.17
H 2.731 0.946 -0.581 -0.15 -0.04 -0.08 0.10
H 1.058 1.411 -0.520 0.22 -0.15 -0.04 0.08
H 1.550 0.157 -1.722 0.06 0.17 0.22 0.08
H -0.388 0.006 1.204 -0.20 0.12 -0.11 0.04
H -1.608 -1.149 0.658 -0.02 0.27 -0.04 0.09
H -2.047 0.129 1.818 0.03 -0.09 0.01 0.07
H -2.772 1.424 -0.034 0.32 -0.10 -0.28 0.12
```
Positions in Å, forces in eV/Å.

Properties
HOMO energy (alpha / beta) ... -9.39 / -9.37 eV
HOMO-LUMO gap (alpha / beta) ... 7.6 / 7.6 eV
Energy relative to the best compared isomer or geometry (same formula, charge and spin) ... 4.6737 eV
E ... -8831.5292 eV